Entry from the Open Molecules 2025 dataset: C33H34N2O6 in the gas phase (wB97M-V/def2-TZVPD).

Structure (XYZ):
```
75
Properties=species:S:1:pos:R:3:forces:R:3
C -4.58942 -4.23837 0.11945 0.399 0.046 0.079
C -3.28174 -4.56483 0.82647 -0.504 -0.106 0.291
O -2.18659 -3.83495 0.26893 0.228 -0.120 -0.181
C -2.01127 -2.58058 0.70736 -0.065 0.029 -0.126
O -2.70003 -2.05607 1.54313 -0.034 0.020 0.023
C -0.86945 -1.92420 0.02115 0.147 0.020 -0.250
C -0.78603 -1.77411 -1.30588 0.018 -0.137 0.144
C -1.74518 -2.23775 -2.34331 -0.117 -0.016 0.067
C 0.40256 -0.96014 -1.74235 0.090 0.038 -0.004
C 1.66339 -1.67255 -1.23084 -0.048 -0.024 -0.254
C 2.91713 -0.85010 -1.47179 -0.406 -0.270 -0.190
O 3.34408 -0.47037 -2.52785 0.016 0.032 -0.144
N 3.49203 -0.59553 -0.24207 0.541 0.399 0.064
C 4.75870 0.05184 -0.11680 0.340 0.120 0.039
C 5.86174 -0.56267 -0.68999 -0.128 0.055 0.071
C 7.10933 0.02034 -0.59015 -0.037 0.025 0.033
C 7.27078 1.22107 0.08874 -0.054 -0.057 0.010
C 8.61634 1.87021 0.19174 -0.010 0.044 -0.063
C 6.15270 1.82402 0.64815 0.020 -0.119 -0.064
C 4.88573 1.26603 0.55498 -0.085 -0.116 -0.092
C 3.70124 1.95694 1.15576 0.005 -0.056 0.061
C 2.80496 -1.14029 0.82669 -0.246 -0.342 0.120
O 3.15886 -1.05934 1.97270 0.104 0.010 0.108
C 1.57623 -1.85247 0.28222 -0.168 -0.071 0.110
C 0.23888 -1.27396 0.82929 0.039 0.010 0.276
C 0.12630 -1.51233 2.32757 -0.078 0.188 0.058
C 0.23728 0.23945 0.47484 0.038 -0.067 0.219
C -1.05858 0.90268 0.91394 0.497 -0.030 0.072
O -1.41522 1.13906 2.03399 -0.100 0.028 0.170
N -1.77135 1.21914 -0.22749 -0.598 0.276 0.059
C -3.11674 1.69360 -0.19977 -0.316 0.091 0.015
C -4.12449 0.83187 -0.60074 0.102 0.111 0.053
C -5.43858 1.25605 -0.58419 0.028 0.027 0.008
C -5.75686 2.54147 -0.16431 0.053 -0.041 0.023
C -7.17847 3.01391 -0.16311 0.011 0.019 -0.073
C -4.73050 3.38853 0.23042 -0.003 -0.123 -0.032
C -3.40152 2.99059 0.21917 0.107 -0.148 -0.077
C -2.30800 3.91877 0.64679 0.017 -0.043 0.059
C -1.09488 0.98148 -1.39955 0.512 0.055 -0.122
O -1.52551 1.18047 -2.50440 -0.028 -0.033 -0.156
C 0.27125 0.40712 -1.04197 -0.018 0.013 -0.293
H -5.38879 -4.84206 0.53921 -0.117 -0.063 0.024
H -4.83408 -3.18787 0.25888 -0.063 0.056 0.006
H -4.50929 -4.44941 -0.94474 -0.038 -0.036 -0.088
H -3.01478 -5.61578 0.69923 -0.002 0.136 0.048
H -3.36031 -4.32348 1.89155 0.055 -0.123 -0.152
H -2.57974 -2.77758 -1.90793 -0.076 -0.059 -0.052
H -1.23453 -2.89082 -3.05061 0.005 -0.067 -0.099
H -2.11765 -1.37720 -2.90075 -0.013 0.032 -0.073
H 0.44035 -0.82302 -2.82353 -0.022 -0.014 0.067
H 1.76652 -2.62128 -1.76460 0.065 0.077 0.054
H 5.73470 -1.49776 -1.21436 -0.018 -0.084 -0.052
H 7.96341 -0.46432 -1.03879 0.102 -0.054 -0.038
H 8.71293 2.41703 1.12665 0.067 0.040 0.050
H 8.74963 2.57748 -0.62739 0.084 0.058 -0.019
H 9.41004 1.12992 0.13008 0.092 -0.006 0.015
H 6.26868 2.76263 1.17140 0.001 0.111 0.076
H 2.90696 2.06600 0.41704 -0.095 0.040 -0.014
H 3.97670 2.94529 1.51365 -0.019 0.073 -0.008
H 3.31856 1.38074 1.99790 -0.080 0.019 0.028
H 1.63267 -2.90117 0.58596 0.035 0.081 -0.009
H 0.99619 -1.10796 2.83832 0.021 -0.026 0.023
H 0.07202 -2.57963 2.53328 0.037 -0.146 0.035
H -0.76569 -1.03693 2.72525 0.004 -0.062 0.026
H 1.06871 0.71779 0.99629 -0.046 0.066 -0.015
H -3.87000 -0.16855 -0.91675 0.041 -0.119 -0.029
H -6.22360 0.58277 -0.89511 -0.092 -0.077 -0.024
H -7.32861 3.79366 0.57940 -0.070 0.047 0.042
H -7.43309 3.42422 -1.14084 -0.091 0.040 -0.028
H -7.85949 2.19185 0.04368 -0.091 -0.015 0.023
H -4.97052 4.39094 0.55595 -0.020 0.120 0.050
H -1.51547 3.94865 -0.10077 0.071 0.062 -0.018
H -2.69244 4.92496 0.79008 0.011 0.072 -0.014
H -1.87553 3.57389 1.58567 0.062 0.035 0.036
H 1.05651 1.08300 -1.39022 -0.071 0.055 0.018
```
Positions in Å, forces in eV/Å.

Properties
SMILES = CCOC(=O)C1=C(C)[C@H]2[C@H]3C(=O)N(c4ccc(C)cc4C)C(=O)[C@H]3[C@]1(C)[C@@H]1C(=O)N(c3ccc(C)cc3C)C(=O)[C@H]21
LUMO level = 0.6 eV

=====

Entry from the Open Molecules 2025 dataset: C6H12O in the gas phase (wB97M-V/def2-TZVPD).

Structure (XYZ):
```
19
Properties=species:S:1:pos:R:3:forces:R:3
C 0.44506 -0.68356 1.23222 0.084 -0.155 -0.006
C -0.05213 1.70946 0.54367 -0.301 -0.037 -0.179
C -1.47520 2.19666 0.58999 0.143 0.170 -0.042
O 0.03484 0.96346 -0.55851 -0.213 0.171 0.442
C 0.44226 -0.41116 -0.28208 0.100 -0.429 0.131
C 1.81265 -0.73537 -0.84659 0.046 0.061 -0.068
C -0.68385 -1.17299 -0.98189 0.032 -0.134 0.002
H -0.39418 -0.22540 1.76842 -0.003 -0.197 -0.268
H 1.34956 -0.28896 1.69964 -0.095 -0.112 -0.080
H 0.39559 -1.76607 1.37640 0.093 0.021 0.046
H -2.13181 1.53825 0.00199 0.060 0.313 0.066
H -1.52855 3.21895 0.20678 -0.108 0.120 0.114
H -1.77141 2.19178 1.64797 0.008 0.248 -0.254
H 2.05663 -1.77265 -0.58692 0.025 0.183 -0.095
H 1.84572 -0.62898 -1.93395 -0.048 0.018 0.102
H 2.56529 -0.07867 -0.39981 -0.090 -0.089 -0.062
H -0.63740 -1.01045 -2.06384 0.040 -0.032 0.167
H -1.65557 -0.79989 -0.63707 0.210 -0.166 0.024
H -0.61753 -2.24441 -0.77642 0.020 0.049 -0.039
```
Positions in Å, forces in eV/Å.

Properties
LUMO level = 0.9 eV
energy relative to the best compared isomer or geometry (same formula, charge and spin) = 3.606 eV

=====

Entry from the Open Molecules 2025 dataset: a molecular structure, C29H48O13Si2 (wB97M-V/def2-TZVPD).

Structure (XYZ):
```
92
Properties=species:S:1:pos:R:3:forces:R:3
C 1.80683 0.25873 2.46623 0.057 2.609 -5.467
C 1.77109 0.74180 1.24864 0.681 -1.582 5.297
C 1.88515 1.45871 -0.17742 -1.082 -1.047 0.298
C 0.43193 1.90057 -0.79911 1.048 1.046 -0.156
C -0.45181 2.72983 0.27252 0.417 0.102 -0.933
Si -1.84591 1.72807 1.12388 1.073 -0.432 1.086
O -1.45445 0.06907 1.46480 -1.774 0.878 -2.280
Si -2.02959 -0.98392 0.20632 1.940 0.495 0.861
H 1.90068 -0.02720 3.58489 -0.313 0.604 -2.697
H 2.54353 2.39681 -0.12191 -0.909 -1.513 0.221
H 2.36015 0.71529 -0.91366 -0.495 1.228 1.205
H -0.11629 1.03097 -1.31173 0.814 1.144 1.063
H 0.70309 2.65205 -1.65047 -0.428 -1.446 1.372
H -0.96350 3.59319 -0.32391 0.881 -1.288 1.348
H 0.24505 3.16059 1.09660 -1.189 -0.574 -1.481
H -3.13793 1.88994 0.41042 0.123 -0.302 -0.190
H -2.07061 2.37263 2.44219 0.020 -0.099 0.004
H -3.21355 -1.76651 0.54724 -0.348 0.115 0.221
H -2.19242 -0.17082 -1.02178 -0.320 0.028 0.053
H -0.92057 -1.91823 -0.10036 -0.164 0.097 0.294
O 4.79167 0.49312 -2.17988 0.568 -0.752 0.067
C 4.96274 -0.69883 -2.08472 -0.304 1.022 -0.307
O 6.17022 -1.31098 -2.22799 -0.323 0.580 0.065
C 5.99186 -2.73018 -2.16233 0.302 -0.546 0.003
C 4.68929 -2.93339 -1.42751 -0.334 -0.575 0.276
C 3.88703 -1.72062 -1.84052 0.021 -0.312 0.350
H 5.95996 -3.12547 -3.18239 0.006 0.052 0.039
H 6.83359 -3.18267 -1.63414 0.013 0.219 -0.153
H 4.20405 -3.88148 -1.66572 0.147 0.068 0.078
H 4.86488 -2.90643 -0.34710 0.002 -0.067 -0.146
H 3.33945 -1.89174 -2.77087 -0.084 0.124 0.079
H 3.21050 -1.39772 -1.04814 -0.085 0.149 -0.306
O -1.02086 -2.95980 -2.28707 0.640 0.102 -0.891
C -0.75050 -2.48596 -3.36364 -0.425 -0.203 1.143
O 0.51835 -2.34206 -3.83748 -0.314 -0.257 0.396
C 0.48039 -1.64858 -5.08879 0.371 0.262 -0.427
C -0.91826 -1.85797 -5.61732 -0.329 0.065 -0.648
C -1.74001 -1.93075 -4.34959 -0.064 -0.104 -0.494
H 0.70333 -0.59232 -4.90917 -0.005 -0.064 0.018
H 1.23674 -2.06025 -5.76035 0.044 0.003 0.283
H -1.24072 -1.07332 -6.30453 0.116 -0.063 0.054
H -0.97526 -2.81486 -6.14706 0.038 0.124 0.029
H -2.06047 -0.94108 -4.01439 -0.089 -0.120 0.107
H -2.59667 -2.59574 -4.46353 -0.015 0.206 0.338
O 5.95542 -5.88348 0.63345 -1.013 0.256 0.079
C 4.99188 -5.61632 1.30962 1.124 -0.060 -0.560
O 3.79123 -5.21995 0.80377 0.508 -0.288 -0.068
C 2.91270 -4.88073 1.88213 -0.604 0.261 0.119
C 3.45946 -5.61049 3.08528 -0.251 -0.177 0.653
C 4.94678 -5.62394 2.81214 -0.320 -0.272 0.331
H 2.92494 -3.79431 2.01367 0.000 -0.052 -0.035
H 1.89560 -5.19616 1.64067 0.185 0.101 -0.216
H 3.19186 -5.13907 4.03294 -0.043 -0.010 -0.139
H 3.07976 -6.63767 3.10030 0.007 0.131 0.003
H 5.43803 -4.72312 3.18824 0.109 -0.107 -0.052
H 5.42136 -6.51920 3.21500 0.265 0.264 -0.135
O 2.97349 1.86194 5.34891 -0.264 0.972 0.013
C 2.83755 2.91969 4.78167 -0.028 -1.173 0.229
O 2.27244 4.02226 5.34767 0.222 -0.504 0.119
C 2.17092 5.05843 4.36600 -0.217 0.538 -0.080
C 3.20095 4.71505 3.31704 0.368 0.361 -0.502
C 3.21530 3.20318 3.35543 0.319 0.513 -0.162
H 1.15284 5.05982 3.96435 0.046 -0.026 0.030
H 2.36872 6.02642 4.83132 -0.125 -0.210 0.158
H 2.96732 5.12678 2.33309 -0.031 0.018 0.129
H 4.18110 5.09931 3.61941 -0.129 0.022 -0.036
H 2.46008 2.77182 2.69448 0.138 -0.154 0.106
H 4.20373 2.80510 3.12383 -0.285 -0.302 -0.004
O -2.26064 6.36516 -0.83241 -0.361 -0.295 0.954
C -3.14972 6.25473 -0.02394 0.768 -0.043 -1.051
O -3.03349 5.57379 1.14989 0.262 0.231 -0.425
C -4.30285 5.55057 1.81058 -0.279 -0.272 0.508
C -5.06983 6.71920 1.24026 -0.589 0.377 0.192
C -4.54356 6.79675 -0.17532 -0.281 0.337 0.310
H -4.78802 4.59242 1.60049 0.058 0.041 0.000
H -4.15772 5.64454 2.88879 0.201 -0.140 -0.166
H -6.15273 6.59345 1.29927 0.121 -0.043 0.062
H -4.80653 7.63484 1.78041 -0.048 -0.119 -0.028
H -5.10543 6.15100 -0.85465 0.110 0.090 -0.080
H -4.52833 7.82328 -0.54278 0.084 -0.262 -0.281
O -6.45692 -0.13330 -1.46361 0.620 -0.864 0.087
C -6.27999 -1.32262 -1.36380 -0.340 1.242 -0.341
O -5.06756 -1.92836 -1.50119 -0.324 0.434 0.020
C -5.23765 -3.34751 -1.43157 0.370 -0.509 -0.017
C -6.54172 -3.55685 -0.70042 -0.327 -0.553 0.331
C -7.35016 -2.34981 -1.12012 -0.053 -0.370 0.402
H -5.26349 -3.74613 -2.45051 0.009 0.041 0.042
H -4.39481 -3.79297 -0.89885 0.058 0.246 -0.175
H -7.02014 -4.50919 -0.93752 0.126 0.059 0.007
H -6.36988 -3.52548 0.38073 0.011 -0.037 -0.131
H -7.89316 -2.52701 -2.05177 -0.045 0.145 0.067
H -8.03124 -2.02840 -0.33155 -0.060 0.192 -0.340
```
Positions in Å, forces in eV/Å.

Properties
LUMO level = 0.5 eV

=====

Entry from the Open Molecules 2025 dataset: 9 unconnected molecules or ions with the total composition C16H27IN9S (wB97M-V/def2-TZVPD).

Structure (XYZ):
```
54
Properties=species:S:1:pos:R:3:forces:R:3
N -5.03360 1.61916 -4.60173 0.073 0.299 0.141
S -3.42358 1.41984 -4.78683 0.183 0.092 -0.799
I -2.29832 2.31778 -2.93040 -0.801 0.227 1.086
H -5.34716 2.30812 -5.30326 -0.032 -0.050 0.078
H -5.30794 1.88290 -3.65956 -0.218 -0.403 0.067
H -3.26914 0.09467 -4.59438 -0.028 0.013 0.476
C -4.16490 1.11748 1.02875 0.196 0.057 0.208
C -5.08006 0.49911 0.08117 0.040 0.081 -0.072
N -5.77930 0.02837 -0.69805 0.037 0.036 -0.099
H -3.25724 0.52872 1.14083 -0.031 -0.070 -0.064
H -3.87144 2.11159 0.69652 -0.067 0.006 -0.055
H -4.61213 1.21859 2.01503 -0.135 -0.044 -0.053
C 1.89304 0.91372 -6.04924 0.290 -0.088 -0.195
C 0.70909 1.37379 -5.34608 0.000 0.015 0.043
N -0.22653 1.74326 -4.79055 0.592 -0.334 -0.912
H 1.83469 -0.15499 -6.24782 -0.085 -0.005 0.038
H 2.00386 1.42691 -7.00337 -0.056 0.030 0.008
H 2.78849 1.09994 -5.45916 -0.061 0.040 0.084
C -3.29440 4.66933 -8.07119 0.201 0.139 -0.141
C -4.35055 4.02553 -7.30943 -0.138 0.055 -0.099
N -5.20479 3.52695 -6.72797 0.221 -0.023 0.054
H -3.69810 5.10050 -8.98558 -0.084 -0.029 0.020
H -2.83542 5.46556 -7.48789 -0.053 -0.010 0.058
H -2.52533 3.94773 -8.34110 -0.043 -0.058 0.030
C 6.19883 2.14948 -6.99321 0.184 0.119 0.109
C 5.20845 1.54622 -7.87353 0.040 -0.054 -0.029
N 4.43832 1.05761 -8.57016 -0.120 0.043 0.114
H 7.07973 1.51445 -6.92023 -0.030 -0.052 -0.050
H 6.50776 3.12078 -7.37497 -0.041 -0.007 -0.058
H 5.79333 2.28837 -5.99254 -0.058 -0.026 -0.018
C -2.82289 0.83495 5.21669 -0.128 -0.121 0.313
C -2.27280 1.40233 3.99582 0.064 0.049 0.036
N -1.83908 1.85581 3.03464 -0.032 -0.039 -0.047
H -3.00185 -0.23311 5.10441 0.044 0.000 -0.087
H -2.14482 0.97395 6.05731 0.064 0.026 -0.054
H -3.76981 1.30886 5.47005 0.010 0.063 -0.069
C -1.34077 -2.98952 6.68364 0.013 -0.218 -0.021
C -1.69830 -1.94943 7.63601 -0.016 0.015 -0.040
N -1.97758 -1.12034 8.37927 -0.015 0.075 -0.049
H -0.70126 -2.58594 5.89916 0.020 0.066 0.048
H -0.80288 -3.81358 7.16221 -0.247 0.350 -0.004
H -2.23069 -3.40660 6.21367 -0.058 0.047 0.064
C 2.77633 -4.78250 5.65888 0.182 0.031 -0.149
C 1.47707 -5.10741 6.22595 0.021 -0.097 0.032
N 0.45813 -5.36892 6.68486 0.238 -0.212 -0.087
H 2.67193 -4.39583 4.64646 -0.087 -0.014 0.002
H 3.28048 -4.02871 6.25929 -0.065 -0.007 0.073
H 3.41835 -5.65934 5.61810 -0.043 -0.039 0.052
C 6.75367 -3.11530 7.14945 0.076 0.188 0.138
C 6.30841 -4.21279 6.30345 0.082 -0.050 -0.002
N 5.96854 -5.08512 5.64020 -0.042 0.049 -0.009
H 7.54030 -3.44960 7.82319 -0.004 -0.073 -0.026
H 7.14437 -2.29991 6.54359 -0.010 -0.038 -0.062
H 5.92950 -2.73342 7.74965 -0.041 -0.050 -0.022
```
Positions in Å, forces in eV/Å.

Properties
LUMO level = -4.6 eV
energy relative to the best compared isomer or geometry (same formula, charge and spin) = 0.000 eV
net charge = +1